The following is a DFT calculation (the ωB97M-V functional and the def2-TZVPD basis) of a cluster of 2 separate species, C4H15N3O in total.

The geometry in XYZ format:
```
23
Properties=species:S:1:pos:R:3:mulliken_spin:R:1
C -1.52 0.86 -0.81 0.018
C -0.15 0.69 -0.21 -0.060
C -0.07 -0.61 0.49 0.242
C -0.98 -1.68 0.68 0.604
N -0.83 -2.63 1.71 0.026
N 1.26 -0.79 1.23 0.046
N -1.44 1.71 -2.07 0.100
H -1.93 -0.09 -1.11 0.001
H -2.28 1.31 -0.19 0.005
H 0.60 0.78 -1.03 0.044
H 0.08 1.61 0.39 0.030
H -1.70 -1.83 -0.11 0.053
H -1.45 -3.42 1.62 -0.013
H -0.58 -2.35 2.64 0.011
H 2.08 -0.32 0.82 -0.014
H 1.46 -1.80 1.15 0.005
H 1.15 -0.55 2.21 -0.026
H -1.27 1.09 -2.87 -0.066
H -2.34 2.17 -2.26 -0.009
H -0.77 2.46 -1.94 -0.007
H 3.23 1.82 -0.37 -0.002
H 4.18 0.65 0.03 -0.001
O 3.25 0.92 -0.01 0.010
```

Its spin multiplicity is 2. For the relative energy (zero: lowest compared OMol25 entry of this formula, charge and spin), the calculation gives 48.18 kcal per mole. The orbital gap (alpha / beta) is 3.1 / 6.5 eV. The calculation puts the total energy at -400.51930 Ha. As for the total charge: +1. The LUMO energy (alpha / beta) is -0.121 / -0.125 Eh.